Entry 1:
This record from the Open Molecules 2025 dataset describes the molecule C19H28N2O4. The level of theory is ωB97M-V with the def2-TZVPD basis set.

Results
- SMILES string: CC(C)OC(=O)c1cc2c(OC[C@@H](O)CNC(C)(C)C)cccc2[nH]1
- Net charge: 0
- Energy relative to the best compared isomer or geometry (same formula, charge and spin): 0.981 eV

Geometry (Å):
C1 2.8353 -0.1940 3.7678
C2 3.1944 0.7532 2.6278
C3 2.7606 2.1839 2.9118
H1 3.2946 2.5615 3.7790
H2 2.9793 2.8203 2.0583
H3 1.6928 2.2172 3.1085
H4 4.2761 0.7109 2.4447
O1 2.5320 0.3248 1.4263
C4 3.2118 -0.4911 0.6163
O2 4.3443 -0.8770 0.8198
C5 2.4534 -0.8720 -0.5716
C6 1.1648 -0.6011 -0.9668
C7 0.9714 -1.2386 -2.2210
C8 -0.0996 -1.3633 -3.1325
C9 0.0863 -2.1521 -4.2533
C10 1.2941 -2.7991 -4.5188
C11 2.3699 -2.6737 -3.6723
C12 2.1944 -1.8996 -2.5291
N1 3.0655 -1.6513 -1.5205
H5 4.0143 -1.9780 -1.4369
H6 3.3118 -3.1598 -3.8726
H7 1.3793 -3.3965 -5.4136
H8 -0.7404 -2.2602 -4.9384
O3 -1.3449 -0.8253 -2.9675
C13 -1.4609 0.5329 -2.5665
C14 -2.8392 0.7181 -1.9227
O4 -3.8649 0.4363 -2.8432
H9 -3.6694 -0.4268 -3.2296
C15 -2.9803 -0.1778 -0.6729
N2 -1.9244 0.0599 0.2965
H10 -1.5408 -0.8256 0.6057
C16 -2.2160 0.8646 1.4824
C17 -2.6802 2.2610 1.0667
H11 -2.7862 2.8917 1.9459
H12 -3.6403 2.2193 0.5603
H13 -1.9498 2.7116 0.3999
C18 -0.8931 0.9813 2.2483
H14 -0.5559 0.0008 2.5788
H15 -1.0161 1.6175 3.1213
H16 -0.1259 1.4044 1.6056
C19 -3.2683 0.2176 2.3998
H17 -4.2329 0.1478 1.9028
H18 -2.9558 -0.7851 2.6874
H19 -3.3957 0.8107 3.3017
H20 -3.9860 -0.0221 -0.2644
H21 -2.9227 -1.2136 -1.0198
H22 -2.9594 1.7708 -1.6555
H23 -0.6869 0.8188 -1.8572
H24 -1.3871 1.1698 -3.4596
H25 0.4490 -0.0487 -0.3919
H26 3.1554 -1.2050 3.5269
H27 1.7598 -0.1915 3.9279
H28 3.3323 0.1223 4.6803


Entry 2:
This record from the Open Molecules 2025 dataset describes a cluster of 2 separate species, C19H28N3O5PSi2 in total at a distorted geometry. The level of theory is ωB97M-V with the def2-TZVPD basis set.

Results
- SMILES string: C#CCc1cnc2cc(N=C=O)cc(CP(=O)(O)O)c2n1.C[Si](C)(C)O[Si](C)(C)C
- Net charge: 0
- Energy relative to the best compared isomer or geometry (same formula, charge and spin): 17.119 eV

Geometry (Å):
C1 8.8134 3.2926 0.7471
C2 8.4922 3.0049 -0.5950
C3 8.2351 2.6669 -2.1793
C4 6.6278 2.3002 -2.4373
C5 6.3087 1.0406 -3.4149
N1 4.9282 0.5708 -3.7768
C6 3.8865 1.4447 -3.1370
C7 2.2970 1.0858 -3.4859
C8 1.0041 1.9368 -2.9290
N2 -0.3868 1.5263 -3.3629
C9 -0.6658 0.3858 -2.6423
O1 -0.8877 -0.7754 -1.9784
C10 1.3517 3.2150 -1.9248
C11 2.9374 3.5912 -1.5522
C12 3.1355 4.9213 -0.5828
P1 3.2564 4.5253 1.2810
O2 4.7843 4.3246 1.6569
O3 2.7507 5.9987 2.1347
O4 2.1959 3.2563 1.8333
C13 4.2122 2.7025 -2.1585
N3 5.5905 3.1651 -1.7790
H1 9.0575 3.4333 1.9036
H2 8.6492 3.4614 -2.9321
H3 8.8219 1.6552 -2.4187
H4 7.2272 0.4544 -3.8847
H5 2.0750 0.1566 -4.1818
H6 0.4501 3.8444 -1.5237
H7 2.1489 5.5780 -0.7225
H8 4.0651 5.5633 -0.9481
H9 3.0782 6.7668 1.5489
H10 2.1269 2.5099 1.1664
O5 -4.8492 -2.5523 1.8971
Si1 -3.8864 -2.3293 0.5438
C14 -4.7456 -2.9868 -0.9952
C15 -2.2461 -3.2279 0.7449
C16 -3.5240 -0.5045 0.2752
Si2 -5.5762 -3.7873 2.7659
C17 -6.5307 -3.1014 4.2323
C18 -4.2830 -4.9859 3.4194
C19 -6.7783 -4.7410 1.6790
H11 -4.8778 -4.0715 -0.9302
H12 -4.1527 -2.7689 -1.8875
H13 -5.7287 -2.5262 -1.1123
H14 -1.7439 -2.9083 1.6623
H15 -1.5851 -3.0179 -0.1011
H16 -2.4017 -4.3096 0.7964
H17 -2.9982 -0.0832 1.1373
H18 -4.4519 0.0564 0.1289
H19 -2.8966 -0.3662 -0.6099
H20 -5.8647 -2.5573 4.9079
H21 -7.0022 -3.9130 4.7948
H22 -7.3161 -2.4170 3.8965
H23 -3.7711 -5.4906 2.5947
H24 -4.7485 -5.7489 4.0503
H25 -3.5343 -4.4551 4.0156
H26 -6.2479 -5.2464 0.8666
H27 -7.5176 -4.0650 1.2389
H28 -7.3087 -5.4985 2.2641


Entry 3:
This record from the Open Molecules 2025 dataset describes a structure of composition C19H28N3PPd at a distorted geometry. The level of theory is ωB97M-V with the def2-TZVPD basis set.

Results
- Net charge: 0

Geometry (Å):
Pd1 5.8000 -2.8701 12.5746
C1 2.5820 -2.1265 11.7851
C2 3.4200 -1.6038 10.6212
N1 4.3849 -2.5990 10.1953
C3 3.9171 -3.8992 9.8121
C4 4.6756 -5.0412 10.5118
N2 4.5256 -5.0352 11.9552
C5 3.2136 -5.1741 12.5327
C6 2.8711 -3.9545 13.4198
N3 3.4145 -2.7156 12.8482
H1 1.9607 -1.3191 12.1609
H2 1.9145 -2.8997 11.4356
H3 2.7313 -1.2639 9.8404
H4 3.9484 -0.7107 10.9539
H5 5.1333 -2.1915 9.6553
H6 2.8561 -3.9786 10.0403
H7 3.9568 -4.0468 8.7351
H8 4.3560 -5.9885 10.0588
H9 5.7421 -4.9243 10.3147
H10 5.2608 -5.5730 12.4173
H11 2.4846 -5.2504 11.7369
H12 3.0869 -6.0967 13.0902
H13 1.7906 -3.8994 13.5778
H14 3.3461 -4.0577 14.3868
H15 3.6006 -2.0225 13.5749
C7 8.8738 -3.3917 11.4818
P1 7.8790 -2.5332 12.8058
C8 8.5448 -0.8500 12.6796
C9 8.5233 0.0251 13.7646
C10 9.0691 1.2794 13.6216
C11 9.6245 1.7050 12.4010
C12 9.4966 0.8919 11.2867
C13 8.9860 -0.3914 11.4356
C14 8.7417 -3.2300 14.2792
C15 10.0722 -2.9048 14.5419
C16 10.7467 -3.5593 15.5577
C17 10.0986 -4.4938 16.3386
C18 8.7572 -4.8023 16.1019
C19 8.0731 -4.1758 15.0736
H16 9.9437 -3.1539 11.5911
H17 8.4901 -3.0652 10.5391
H18 8.7139 -4.4689 11.5904
H19 8.1467 -0.2898 14.7195
H20 9.1714 1.9548 14.4760
H21 10.0793 2.6866 12.3015
H22 9.8245 1.2232 10.3138
H23 8.9127 -1.0401 10.5562
H24 10.6102 -2.1803 13.9466
H25 11.7971 -3.3200 15.7155
H26 10.6576 -4.9886 17.1310
H27 8.2870 -5.5642 16.7187
H28 7.0471 -4.3865 14.8779


Entry 4:
This record from the Open Molecules 2025 dataset describes the molecule C19H28N4O6S at a distorted geometry. The level of theory is ωB97M-V with the def2-TZVPD basis set.

Results
- SMILES string: CC(=O)NCCC(=O)Nc1cc(S(=O)(=O)N2CCOCC2)ccc1N1CCOCC1
- Net charge: 0
- Energy relative to the best compared isomer or geometry (same formula, charge and spin): 0.000 eV

Geometry (Å):
C1 -2.8350 2.7503 0.2755
C2 -2.9480 1.4739 -0.5081
O1 -2.2554 1.2264 -1.4847
N1 -3.8708 0.5874 -0.0717
H1 -4.3943 0.7754 0.7678
C3 -4.1293 -0.6560 -0.7651
H2 -5.2074 -0.7512 -0.9324
H3 -3.6411 -0.5775 -1.7402
C4 -3.6420 -1.8931 -0.0043
C5 -2.2069 -1.8579 0.5174
O2 -1.9191 -2.3892 1.5676
N2 -1.2965 -1.2633 -0.3020
C6 -0.0015 -0.9263 0.1661
C7 0.3238 0.4187 0.1715
C8 1.4998 0.8691 0.7314
C9 2.3859 -0.0302 1.2937
C10 2.0962 -1.3779 1.2527
C11 0.9110 -1.8754 0.6796
N3 0.6454 -3.2196 0.6539
C12 0.1380 -3.8828 -0.5279
H4 -0.3866 -3.1766 -1.1674
C13 -0.7938 -5.0268 -0.1172
H5 -1.1138 -5.5969 -0.9914
O3 -0.1268 -5.9332 0.7290
C14 0.3216 -5.2689 1.8876
C15 1.3064 -4.1430 1.5476
H6 1.5778 -3.6324 2.4705
H7 2.2061 -4.5745 1.0818
H8 0.8027 -6.0256 2.5094
H9 -0.5345 -4.8336 2.4222
H10 -1.6702 -4.6143 0.4016
H11 0.9836 -4.3102 -1.0915
H12 2.8130 -2.0728 1.6593
H13 3.2905 0.3370 1.7501
S1 1.7860 2.6214 0.7671
O4 2.6765 2.9496 1.8421
O5 0.5020 3.2797 0.7311
N4 2.6299 2.8400 -0.6742
C16 1.7972 3.0062 -1.8504
H14 0.9359 2.3469 -1.7575
C17 1.3388 4.4603 -1.9988
H15 0.8282 4.6106 -2.9513
O6 2.4409 5.3438 -1.9986
C18 3.1869 5.2230 -0.8067
H16 4.0051 5.9409 -0.8855
C19 3.7179 3.7983 -0.6335
H17 4.2111 3.6883 0.3311
H18 4.4138 3.5520 -1.4418
H19 2.5563 5.4722 0.0604
H20 0.6605 4.7030 -1.1695
H21 2.3906 2.7093 -2.7216
H22 -0.3681 1.1388 -0.2305
H23 -1.6421 -0.6189 -1.0090
H24 -3.7349 -2.7636 -0.6588
H25 -4.2745 -2.0706 0.8681
H26 -3.4041 2.7155 1.1996
H27 -1.7858 2.9526 0.4974
H28 -3.1966 3.5713 -0.3413


Entry 5:
This record from the Open Molecules 2025 dataset describes a cluster of 3 separate species, C19H28N6O7PS in total at a distorted geometry. The level of theory is ωB97M-V with the def2-TZVPD basis set.

Results
- Net charge: +1

Geometry (Å):
C1 1.4208 -2.3027 -5.6920
C2 1.3905 -0.7412 -5.5209
N1 0.0445 -0.4630 -4.9459
C3 0.0570 -0.6801 -3.6253
N2 -0.9822 -0.5173 -2.8270
S1 -2.4989 -0.0446 -3.4763
N3 1.3170 -1.0543 -3.2734
C4 1.7037 -0.9605 -1.8516
P1 1.5560 -2.5508 -0.9342
O1 2.1876 -2.3233 0.3467
O2 2.3120 -3.7302 -1.6863
O3 -0.0089 -2.8735 -0.7872
C5 2.1944 -0.4269 -4.2471
C6 2.7032 0.9998 -4.0008
C7 1.6565 2.0033 -3.4659
N4 2.2006 3.2532 -2.9368
H1 2.2579 -2.7849 -5.1927
H2 1.4899 -2.5381 -6.7558
H3 0.5134 -2.7752 -5.3251
H4 1.6660 -0.1677 -6.3927
H5 -0.7534 -0.8483 -5.4371
H6 -0.8262 -0.6817 -1.8378
H7 -3.1861 -1.2149 -3.5583
H8 2.7671 -0.7326 -1.8206
H9 1.1891 -0.1654 -1.3075
H10 3.1970 -3.7574 -1.2812
H11 -0.3921 -3.0780 -1.6587
H12 3.1149 -1.0007 -4.3845
H13 3.5488 0.9565 -3.3096
H14 3.0889 1.3990 -4.9418
H15 0.9053 2.1710 -4.2419
H16 1.1090 1.5300 -2.6428
H17 2.6505 3.0190 -2.0581
H18 2.9268 3.5564 -3.5796
C8 1.9007 -1.8732 3.4682
C9 2.1401 -1.5244 4.7916
C10 1.0793 -1.2383 5.6381
C11 -0.2110 -1.3131 5.1449
C12 -0.4625 -1.6561 3.8284
C13 0.6006 -1.9352 2.9879
N5 -1.3448 -1.0299 6.0335
O4 -1.1058 -0.7005 7.1775
O5 -2.4651 -1.1377 5.5611
H19 2.7278 -2.0997 2.8096
H20 3.1540 -1.4758 5.1646
H21 1.2672 -0.9644 6.6661
H22 -1.4737 -1.7080 3.4518
H23 0.4187 -2.2047 1.9593
C14 -2.8438 2.0768 5.1631
C15 -3.0714 1.2996 4.0349
C16 -3.5432 1.8885 2.8732
C17 -3.7767 3.2511 2.8516
C18 -3.5618 4.0374 3.9691
C19 -3.0931 3.4431 5.1306
N6 -4.2513 3.8758 1.6084
O6 -4.4443 3.1483 0.6475
O7 -4.4172 5.0785 1.6055
H24 -2.4715 1.6170 6.0701
H25 -2.8815 0.2411 4.0598
H26 -3.7202 1.2823 1.9970
H27 -3.7514 5.1007 3.9460
H28 -2.9186 4.0463 6.0110


| no. | LUMO energy (eV) |
| --- | --- |
| 1 | 0.516 |
| 2 | -1.881 |
| 3 | 0.816 |
| 4 | 0.560 |
| 5 | -3.305 |